1.
{"formula": "C7H12Si2", "method": "wB97M-V/def2-TZVPD", "smiles": "C[SiH2]/C=C/C=C\\C#C[SiH3]", "homo_lumo_gap_ev": 8.44, "de_lowest_ev": 2.9946, "energy_ev": -23204.0756, "homo_energy_ev": -8.4, "charge": 0, "species": ["C", "Si", "C", "C", "C", "C", "C", "C", "Si", "H", "H", "H", "H", "H", "H", "H", "H", "H", "H", "H", "H"], "positions_angstrom": [[-1.310, -1.484, -3.214], [-0.486, 0.022, -2.598], [0.417, 0.061, -0.998], [0.868, -1.098, -0.524], [1.666, -1.389, 0.659], [1.541, -0.730, 1.872], [0.728, 0.322, 2.260], [0.173, 1.291, 2.779], [-0.875, 2.659, 3.512], [-1.388, -2.330, -2.471], [-2.377, -1.375, -3.476], [-0.530, -1.866, -3.896], [0.610, 0.417, -3.785], [-1.263, 1.293, -2.652], [0.685, 0.966, -0.586], [0.567, -1.936, -0.987], [2.368, -2.281, 0.736], [1.889, -1.220, 2.759], [-0.041, 3.209, 4.426], [-2.008, 1.837, 3.829], [-1.235, 3.632, 2.354]], "forces_ev_per_angstrom": [[-0.18, -2.13, 1.46], [1.48, 2.67, -1.77], [-0.38, -2.13, -0.86], [1.21, 2.25, 1.83], [0.72, 0.45, 2.82], [0.03, -2.28, -1.93], [-1.42, 2.97, 0.79], [0.41, -0.99, -0.91], [-0.41, -1.39, -4.19], [0.29, 0.94, -0.23], [0.86, 0.15, -0.85], [-1.20, 0.04, -0.60], [-1.17, -0.65, 1.49], [-0.38, -0.33, 0.09], [0.63, 1.92, 1.01], [-0.91, -3.12, -1.88], [-1.22, 1.10, -0.60], [1.02, -0.32, 0.18], [1.22, 1.37, 2.28], [-0.87, 0.10, 0.78], [0.24, -0.62, 1.09]]}

2.
{"formula": "C7H13B2F4N3O3", "method": "wB97M-V/def2-TZVPD", "homo_lumo_gap_ev": 9.07, "de_lowest_ev": 0.8836, "energy_ev": -30312.1983, "homo_energy_ev": -10.0, "charge": 0, "species": ["N", "C", "O", "C", "C", "N", "C", "C", "N", "C", "B", "O", "O", "C", "H", "H", "H", "H", "H", "H", "H", "H", "H", "H", "H", "H", "H", "B", "F", "F", "F", "F"], "positions_angstrom": [[3.065, -2.315, 0.434], [2.951, -2.219, -1.005], [2.949, -3.254, -1.635], [2.852, -0.882, -1.800], [3.027, 0.421, -0.942], [1.986, 0.465, 0.118], [2.095, 0.417, 1.503], [0.715, 0.457, 1.915], [-0.087, 0.564, 0.788], [-1.566, 0.654, 0.718], [-2.211, -0.249, -0.473], [-2.013, 0.047, -1.831], [-3.001, -1.381, -0.148], [0.698, 0.569, -0.323], [3.451, -3.253, 0.598], [2.137, -2.356, 0.876], [1.877, -0.900, -2.360], [3.662, -0.881, -2.580], [2.898, 1.320, -1.605], [4.029, 0.524, -0.463], [3.036, 0.335, 2.071], [0.416, 0.403, 2.977], [-1.972, 0.206, 1.667], [-1.935, 1.723, 0.702], [-2.116, -0.806, -2.296], [-2.425, -2.165, -0.091], [0.454, 0.634, -1.398], [-5.004, 2.386, 0.917], [-5.606, 3.637, 0.660], [-3.578, 2.532, 0.894], [-5.400, 1.914, 2.192], [-5.385, 1.452, -0.081]], "forces_ev_per_angstrom": [[-0.10, 0.12, -0.35], [-0.38, -1.20, -0.41], [0.31, 0.78, -0.15], [0.56, 0.41, 0.59], [0.23, 0.01, -0.30], [-0.04, 0.45, -1.15], [-3.52, 0.06, -0.66], [2.75, 0.03, -0.12], [0.82, -0.11, -0.91], [-1.14, -0.06, 0.84], [-0.94, -0.06, -0.65], [0.74, -0.95, 1.49], [1.67, 0.45, -0.33], [1.05, -0.13, 2.35], [-0.15, 0.42, -0.17], [0.38, 0.51, -0.22], [0.89, 0.09, 0.59], [-0.77, -0.24, 0.75], [0.06, -0.82, 0.70], [-0.82, -0.40, -0.37], [-0.81, 0.03, -0.63], [-0.43, 0.16, -1.14], [0.49, 0.58, -0.81], [0.53, -1.12, -0.09], [-0.50, 0.73, -0.10], [-0.63, 0.20, 0.18], [-0.35, 0.03, 1.10], [-0.98, 0.15, 0.07], [0.41, -0.50, 0.08], [-0.10, 0.07, -0.01], [0.36, 0.10, -0.47], [0.42, 0.22, 0.32]]}

3.
{"formula": "C7H13BCl12NOP", "method": "wB97M-V/def2-TZVPD", "smiles": "C#CC[PH3]B(N)O.ClC(Cl)Cl.ClC(Cl)Cl.ClC(Cl)Cl.ClC(Cl)Cl", "homo_lumo_gap_ev": 7.86, "energy_ev": -171238.2302, "homo_energy_ev": -7.6, "charge": 0, "species": ["C", "C", "C", "P", "B", "N", "O", "H", "H", "H", "H", "H", "H", "H", "H", "H", "Cl", "C", "Cl", "Cl", "H", "Cl", "C", "Cl", "Cl", "H", "Cl", "C", "Cl", "Cl", "H", "Cl", "C", "Cl", "Cl", "H"], "positions_angstrom": [[4.715, -1.250, 3.871], [4.068, -0.765, 2.981], [3.114, -0.412, 1.931], [1.315, -0.374, 2.699], [-0.473, -0.351, 3.546], [-1.540, -1.335, 3.317], [-0.740, 0.676, 4.424], [5.246, -1.773, 4.629], [3.197, -1.096, 1.085], [3.353, 0.604, 1.599], [1.042, -1.627, 2.030], [1.097, 0.914, 2.079], [1.921, -0.345, 4.012], [-1.322, -2.216, 3.779], [-1.531, -1.560, 2.323], [-0.143, 1.419, 4.265], [0.441, -1.612, -1.173], [-0.738, -2.919, -1.034], [0.048, -4.424, -0.558], [-2.013, -2.490, 0.106], [-1.192, -3.065, -2.006], [6.042, 0.601, 0.495], [5.764, 2.198, -0.194], [4.763, 2.091, -1.644], [5.020, 3.270, 0.997], [6.719, 2.620, -0.475], [-3.912, -2.288, -2.646], [-4.963, -0.874, -2.526], [-4.128, 0.447, -1.704], [-5.524, -0.370, -4.118], [-5.826, -1.147, -1.934], [-4.821, 2.812, -4.356], [-4.759, 3.581, -5.942], [-3.208, 3.274, -6.726], [-6.093, 3.024, -6.956], [-4.863, 4.649, -5.807]], "forces_ev_per_angstrom": [[-0.10, -0.09, 0.06], [-0.37, -0.64, -0.57], [0.74, 0.67, 0.65], [-0.12, -0.20, -0.04], [-0.79, 0.44, 0.23], [0.59, 0.00, -0.01], [0.05, -0.13, -0.56], [0.13, 0.22, 0.05], [-0.10, -0.02, 0.01], [-0.19, -0.05, -0.19], [0.05, 0.00, -0.02], [0.12, -0.02, 0.01], [0.01, 0.09, -0.14], [-0.29, -0.01, 0.08], [0.05, -0.19, 0.18], [0.14, -0.08, 0.43], [-0.03, 0.01, -0.04], [0.09, 0.02, 0.09], [-0.02, 0.02, -0.02], [0.04, -0.06, 0.01], [-0.01, 0.02, 0.00], [0.13, 0.05, -0.04], [-0.06, -0.08, 0.02], [0.02, 0.01, 0.00], [0.02, 0.01, 0.00], [-0.01, 0.02, 0.00], [-0.16, -0.06, -0.18], [0.06, 0.08, -0.07], [-0.02, -0.01, 0.01], [-0.05, -0.27, 0.08], [0.01, -0.02, 0.01], [0.06, 0.28, -0.06], [0.01, -0.06, 0.02], [-0.01, 0.03, 0.01], [0.00, 0.02, 0.01], [0.00, 0.00, -0.01]]}

4.
{"formula": "C7H13BO3", "method": "wB97M-V/def2-TZVPD", "homo_lumo_gap_ev": 10.86, "de_lowest_ev": 0.0000, "energy_ev": -14289.5381, "homo_energy_ev": -10.1, "charge": 0, "species": ["B", "C", "C", "C", "C", "C", "C", "C", "O", "O", "O", "H", "H", "H", "H", "H", "H", "H", "H", "H", "H", "H", "H", "H"], "positions_angstrom": [[0.546, -1.417, 0.816], [-2.159, -3.934, 1.775], [0.100, 1.124, 0.093], [1.581, 0.616, 0.291], [-0.692, 0.090, -0.652], [2.349, 1.696, 1.280], [-0.341, -0.179, -2.162], [-2.255, 0.468, -0.513], [-1.638, -4.673, 1.099], [1.635, -0.710, 0.785], [-0.512, -1.130, 0.015], [0.773, -2.451, 1.266], [-0.375, 1.022, 1.078], [0.066, 2.163, -0.281], [2.196, 0.583, -0.606], [3.178, 1.271, 1.810], [1.601, 2.129, 2.068], [2.611, 2.671, 0.753], [0.575, -0.654, -2.199], [-0.328, 0.676, -2.813], [-1.115, -0.792, -2.550], [-2.541, 0.520, 0.524], [-2.862, -0.446, -0.759], [-2.394, 1.356, -1.117]], "forces_ev_per_angstrom": [[-1.03, -1.52, -1.57], [0.30, -0.37, -0.38], [1.58, -0.82, 0.42], [0.81, 2.75, 0.96], [-2.22, 0.64, -1.54], [-2.93, 0.93, -0.24], [-1.56, 1.40, 1.72], [1.60, -2.30, -0.45], [-0.29, 0.40, 0.36], [2.31, 2.91, 1.00], [-1.00, -1.00, 0.77], [-0.79, -1.18, 0.76], [0.35, 0.80, 0.15], [-0.05, -0.60, 0.11], [-0.34, 0.29, -0.43], [0.50, -0.22, 0.00], [1.13, -1.24, -1.13], [0.05, -1.59, 0.16], [1.94, -1.11, -0.25], [0.11, 0.81, 0.05], [-0.58, -0.96, -0.33], [0.28, 0.95, 0.61], [0.55, 1.01, -0.81], [-0.70, 0.03, 0.09]]}

5.
{"formula": "C7H13BrS", "method": "wB97M-V/def2-TZVPD", "homo_lumo_gap_ev": 9.00, "de_lowest_ev": 1.4668, "energy_ev": -88345.3124, "homo_energy_ev": -8.2, "charge": 0, "species": ["C", "C", "C", "C", "C", "C", "C", "S", "Br", "H", "H", "H", "H", "H", "H", "H", "H", "H", "H", "H", "H", "H"], "positions_angstrom": [[0.777, -1.863, 0.809], [1.025, -1.452, -0.638], [0.630, -0.818, 1.836], [-0.133, -0.689, -1.161], [-0.660, 0.914, 0.119], [0.458, 1.917, -0.069], [-1.969, 1.435, -0.450], [-0.939, 0.099, 1.728], [0.203, 0.077, -2.905], [-0.070, -2.431, 0.632], [1.602, -2.618, 1.058], [1.851, -0.832, -0.708], [1.277, -2.397, -1.135], [0.710, -1.394, 2.709], [1.259, 0.007, 1.706], [-1.078, -1.182, -1.176], [1.412, 1.442, 0.030], [0.422, 2.810, 0.589], [0.144, 2.152, -1.151], [-2.359, 2.346, -0.009], [-2.852, 0.740, -0.292], [-1.710, 1.739, -1.524]], "forces_ev_per_angstrom": [[2.64, -1.13, -1.71], [-0.53, -0.56, 0.72], [-1.66, 0.16, -1.01], [-0.87, 2.99, 1.35], [0.18, -2.49, -0.64], [-1.75, 0.05, -1.28], [-0.43, -0.49, -0.97], [-0.35, -0.01, -0.40], [-0.10, -0.20, 0.07], [-2.11, -1.39, 0.87], [-0.97, 1.14, 0.02], [1.96, 1.17, -0.20], [-0.34, 0.36, -0.60], [0.03, 0.34, 1.97], [1.97, 0.56, 0.35], [-0.59, -0.42, -0.11], [0.71, -0.05, -0.29], [-0.29, -0.50, -0.41], [1.74, 0.47, 1.41], [0.52, 0.45, 0.52], [1.26, 0.37, -0.81], [-1.00, -0.82, 1.17]]}

6.
{"formula": "C7H13BrSi", "method": "wB97M-V/def2-TZVPD", "homo_lumo_gap_ev": [8.49, 8.25], "spin_multiplicity": 3, "energy_ev": -85386.8284, "homo_energy_ev": [-7.7, -9.8], "charge": 0, "species": ["C", "C", "C", "C", "C", "C", "C", "Si", "Br", "H", "H", "H", "H", "H", "H", "H", "H", "H", "H", "H", "H", "H"], "positions_angstrom": [[-0.691, 0.759, -0.419], [0.118, 1.003, -1.481], [1.524, -0.063, 1.625], [1.297, 0.208, -1.393], [-0.225, 1.967, -2.576], [-0.171, -2.249, 0.061], [-1.499, -0.457, 2.267], [-0.172, -0.527, 0.885], [2.557, 0.458, -2.747], [-1.620, 1.306, -0.328], [1.739, 0.989, 1.463], [2.318, -0.632, 1.156], [1.567, -0.247, 2.694], [-1.179, 2.447, -2.370], [-0.284, 1.437, -3.528], [0.540, 2.736, -2.675], [0.219, -2.194, -0.949], [0.451, -2.938, 0.622], [-1.170, -2.673, 0.012], [-2.255, 0.300, 2.077], [-2.014, -1.406, 2.375], [-1.050, -0.225, 3.228]], "forces_ev_per_angstrom": [[-0.49, -0.36, 1.02], [0.41, -1.21, 1.35], [-0.45, -0.20, -0.31], [-0.10, 1.94, -2.53], [0.43, -0.11, -0.25], [0.10, 0.59, 0.39], [0.49, -0.10, -0.38], [-0.71, 0.19, 0.23], [0.42, -0.63, 0.46], [-0.18, 0.06, 0.00], [-0.02, 0.19, -0.04], [0.23, -0.13, -0.10], [-0.09, -0.11, 0.17], [-0.04, -0.07, 0.07], [-0.03, 0.08, -0.05], [0.03, 0.02, -0.03], [0.11, 0.01, -0.18], [0.15, -0.18, 0.14], [-0.21, 0.04, 0.02], [-0.08, 0.14, -0.13], [-0.08, -0.21, -0.01], [0.11, 0.05, 0.17]]}

How do the records compare in maximum force? In the order shown, they have 4.44 3.58 1.19 3.85 3.39 3.19 eV/A.